{
  "formula": "H8O4",
  "method": "the ωB97M-V functional and the def2-TZVPD basis",
  "elements": ["O", "H", "H", "O", "H", "H", "O", "H", "H", "O", "H", "H"],
  "coordinates": [[0.820, -0.257, -0.258], [1.031, 0.006, -1.164], [1.301, 0.365, 0.312], [0.928, 0.927, 2.519], [0.464, 0.094, 2.676], [1.313, 1.153, 3.372], [-0.122, -0.522, -3.167], [-1.071, -0.666, -3.249], [0.265, -0.969, -3.928], [-1.769, -0.251, 1.275], [-2.306, 0.182, 0.605], [-0.855, -0.063, 1.009]],
  "atomic_forces_ev_per_a": [[0.3, 0.4, 0.2], [-0.3, -0.2, 0.1], [-0.1, -0.2, -0.1], [0.0, -0.2, 0.0], [0.0, 0.2, 0.1], [0.0, 0.0, -0.1], [0.0, 0.0, -0.2], [0.1, 0.0, 0.1], [0.0, 0.0, 0.1], [0.2, 0.1, 0.2], [0.1, 0.0, 0.0], [-0.3, -0.1, -0.4]],
  "lowdin_charge": [-0.066, 0.023, 0.025, -0.051, 0.041, 0.046, -0.048, 0.044, 0.042, -0.070, 0.032, -0.017],
  "relative_energy_kj_mol": 75.1,
  "largest_force_ha_per_bohr": 0.0108,
  "total_charge": 0,
  "smiles": "O.O.O.O",
  "energy_ev": -8319.897,
  "lumo_energy_ev": 0.673
}